1.
CH3N2OS | ωB97M-V with the def2-TZVPD basis set

Electronic energy in eV: -16935.08300
Energy relative to the best compared isomer or geometry (same formula, charge and spin) in kJ/mol: 342.97
Gap between HOMO and LUMO (alpha / beta) in eV: 6.10 / 6.09
E_HOMO (alpha / beta) in eV: -14.964 / -14.932

Geometry as ORCA input:
```
! RIJCOSX wB97M-V def2-TZVPD def2/J DEFGRID3
* xyz 1 1
C 0.11929 0.00569 0.06431
N 0.17826 1.08876 -0.51741
N 1.36895 -0.51523 0.12692
O 2.36907 0.41646 -0.08194
S 3.88060 -0.03506 0.00126
H -0.66908 -0.52894 0.63723
H -0.47490 1.83183 -0.70795
H 1.61638 -1.23059 0.80693
*
```


2.
CH3N2PS | ωB97M-V with the def2-TZVPD basis set

Electronic energy in eV: -24187.74794
Energy relative to the best compared isomer or geometry (same formula, charge and spin) in kJ/mol: 220.90
Gap between HOMO and LUMO in eV: 7.87
SMILES: [H]/N=P/C#N.S
E_HOMO in eV: -9.166

Geometry as ORCA input:
```
! RIJCOSX wB97M-V def2-TZVPD def2/J DEFGRID3
* xyz 0 1
C 1.07672 0.64690 0.27454
N 0.02371 1.03001 0.08227
N 2.66299 -1.27303 -0.11590
P 2.75996 0.11802 0.51843
S -3.21745 0.34637 0.32355
H -3.16981 -0.33743 -0.91463
H 3.17003 -2.10205 -0.00747
H -3.30614 1.57121 -0.16081
*
```


3.
CH3N2PS | ωB97M-V with the def2-TZVPD basis set

Electronic energy in eV: -24185.57019
Energy relative to the best compared isomer or geometry (same formula, charge and spin) in kJ/mol: 431.02
Gap between HOMO and LUMO in eV: 8.39
SMILES: [H]/P=N\N1CS1
E_HOMO in eV: -8.820

Geometry as ORCA input:
```
! RIJCOSX wB97M-V def2-TZVPD def2/J DEFGRID3
* xyz 0 1
C 0.40804 0.94456 -0.85326
N 0.10987 -0.56262 -0.72198
N -0.06511 -1.17111 0.46437
P -0.82324 -1.43488 1.82406
S 1.79279 -0.15839 -0.99385
H 0.03260 1.37671 -1.79781
H 0.45872 1.49364 0.00898
H -1.91367 -0.48791 2.06950
*
```


4.
CH3N3O2S | ωB97M-V with the def2-TZVPD basis set

Electronic energy in eV: -20481.31012
Energy relative to the best compared isomer or geometry (same formula, charge and spin) in kJ/mol: 411.90
Gap between HOMO and LUMO (alpha / beta) in eV: 8.43 / 8.31
E_HOMO (alpha / beta) in eV: -10.758 / -10.786

Geometry as ORCA input:
```
! RIJCOSX wB97M-V def2-TZVPD def2/J DEFGRID3
* xyz 0 1
C -1.42866 0.20282 -0.09276
N -1.45491 -1.01742 0.15262
N 0.70225 -1.43864 -0.36871
N -0.37763 0.91081 -0.40346
O 2.16025 0.47491 -0.85641
O 1.18786 0.39064 1.44459
S 1.19535 0.03037 0.05953
H 0.54896 -2.10739 0.33938
H -2.34030 0.69449 0.01766
H -0.19319 1.85941 -0.29244
*
```


5.
CH3N3O3 | ωB97M-V with the def2-TZVPD basis set

Electronic energy in eV: -11692.01807
Energy relative to the best compared isomer or geometry (same formula, charge and spin) in kJ/mol: 372.93
Gap between HOMO and LUMO in eV: 9.41
E_HOMO in eV: -10.825

Geometry as ORCA input:
```
! RIJCOSX wB97M-V def2-TZVPD def2/J DEFGRID3
* xyz 0 1
C -1.06294 0.72170 0.39630
N -0.19242 -0.27901 0.07757
N 0.94081 -0.17812 -1.39514
N 2.13093 -0.90602 -1.39028
O -1.43920 1.70635 -0.14145
O 2.58063 -1.22736 -0.30374
O 2.60649 -1.11013 -2.50318
H -1.60804 0.48890 1.38453
H 0.33377 -0.73309 0.81394
H 0.41650 -0.43833 -2.30442
*
```


6.
CH3N3OS | ωB97M-V with the def2-TZVPD basis set

Electronic energy in eV: -18435.83199
Energy relative to the best compared isomer or geometry (same formula, charge and spin) in kJ/mol: 305.56
Gap between HOMO and LUMO in eV: 8.81
SMILES: [H]/N=N/SNC=O
E_HOMO in eV: -8.684

Geometry as ORCA input:
```
! RIJCOSX wB97M-V def2-TZVPD def2/J DEFGRID3
* xyz 0 1
C 1.27777 -1.44455 0.14522
N -2.42490 1.68615 0.03691
N -1.59834 0.89565 -0.34081
N 1.28178 -0.10333 -0.07856
O 0.41317 -2.10998 0.67789
S 0.12110 0.80999 0.74519
H 2.06612 -1.93014 -0.45192
H -3.29229 1.82293 -0.49006
H 2.15559 0.37329 -0.24386
*
```


7.
CH3N3S | ωB97M-V with the def2-TZVPD basis set

Electronic energy in eV: -16387.77998
Energy relative to the best compared isomer or geometry (same formula, charge and spin) in kJ/mol: 144.66
Gap between HOMO and LUMO in eV: 8.20
SMILES: NN=S.C#N
E_HOMO in eV: -8.197

Geometry as ORCA input:
```
! RIJCOSX wB97M-V def2-TZVPD def2/J DEFGRID3
* xyz 0 1
C -0.15459 -1.27387 1.64829
N 0.70125 -0.77049 1.10073
N -0.49398 0.07048 -1.02998
N 0.66808 0.68602 -0.93811
S -1.82879 0.82467 -0.88343
H -1.20181 -1.58895 1.91444
H 0.77656 1.78816 -0.65816
H 1.53327 0.26397 -1.15379
*
```


8.
CH3N3S | ωB97M-V with the def2-TZVPD basis set

Electronic energy in eV: -16386.68484
Energy relative to the best compared isomer or geometry (same formula, charge and spin) in kJ/mol: 250.32
Gap between HOMO and LUMO in eV: 7.66
E_HOMO in eV: -8.050

Geometry as ORCA input:
```
! RIJCOSX wB97M-V def2-TZVPD def2/J DEFGRID3
* xyz 0 1
C -0.33415 -0.65852 1.79691
N 0.79361 -0.10005 0.22391
N -0.08051 0.23517 -0.56772
N 0.14286 0.87943 -1.68128
S 0.27673 -1.45861 3.02208
H -1.35742 -0.48106 1.46669
H 1.13792 0.90360 -1.99524
H -0.57905 0.68004 -2.26534
*
```


9.
CH3N3S | ωB97M-V with the def2-TZVPD basis set

Electronic energy in eV: -16388.14334
Energy relative to the best compared isomer or geometry (same formula, charge and spin) in kJ/mol: 109.60
Gap between HOMO and LUMO in eV: 8.19
SMILES: NN=S.C#N
E_HOMO in eV: -8.367

Geometry as ORCA input:
```
! RIJCOSX wB97M-V def2-TZVPD def2/J DEFGRID3
* xyz 0 1
C -1.35511 1.33579 0.07639
N -2.08258 0.50421 -0.20920
N 0.76889 -0.02696 -0.15923
N 0.43359 -1.23427 0.01193
S 2.17122 0.56148 0.04706
H -0.70362 2.24911 0.09641
H 1.18002 -1.82569 0.31566
H -0.41241 -1.56367 -0.17903
*
```


10.
CH3N3S2 | ωB97M-V with the def2-TZVPD basis set

Electronic energy in eV: -27222.94657
Energy relative to the best compared isomer or geometry (same formula, charge and spin) in kJ/mol: 146.38
Gap between HOMO and LUMO in eV: 8.40
E_HOMO in eV: -8.509

Geometry as ORCA input:
```
! RIJCOSX wB97M-V def2-TZVPD def2/J DEFGRID3
* xyz 0 1
C -0.76390 -0.64984 -1.61325
N -0.06209 -1.54189 -1.03487
N 0.95651 -1.24496 -0.23417
N 0.20916 1.18515 1.69733
S -0.40748 1.00177 -1.06788
S 0.98717 0.30319 0.32513
H -1.53559 -0.55660 -2.35242
H -0.41958 0.46055 2.02038
H 1.03580 1.04262 2.25975
*
```


11.
CH3N4 | ωB97M-V with the def2-TZVPD basis set

Electronic energy in eV: -7034.66223
Energy relative to the best compared isomer or geometry (same formula, charge and spin) in kJ/mol: 379.15
Gap between HOMO and LUMO in eV: 10.29
SMILES: [H]/N=N/N=C=[NH2+]
E_HOMO in eV: -16.098

Geometry as ORCA input:
```
! RIJCOSX wB97M-V def2-TZVPD def2/J DEFGRID3
* xyz 1 1
C -0.10466 -0.27804 -0.73182
N -0.16108 0.87114 -0.97166
N -0.47403 1.72864 0.14937
N 0.06210 1.24765 1.14341
N 0.24720 -1.50070 -0.69466
H 0.04227 1.94535 1.91738
H 0.83878 -1.84187 0.06841
H -0.45056 -2.17217 -0.88043
*
```


12.
CH3N4O | ωB97M-V with the def2-TZVPD basis set

Electronic energy in eV: -9082.18317
Energy relative to the best compared isomer or geometry (same formula, charge and spin) in kJ/mol: 180.75
Gap between HOMO and LUMO in eV: 9.94
SMILES: [NH3+]/N=N/N=C=O
E_HOMO in eV: -15.731

Geometry as ORCA input:
```
! RIJCOSX wB97M-V def2-TZVPD def2/J DEFGRID3
* xyz 1 1
C -1.91116 -0.08389 -1.78550
N -0.77788 -0.44023 -1.51122
N 0.14751 -0.54049 -0.61980
N 0.07279 0.35119 0.26264
N 1.12354 0.20049 1.20454
O -3.01077 0.22393 -2.17530
H 1.46206 0.99727 1.67237
H 1.96011 -0.30422 0.97446
H 0.93380 -0.40405 1.97781
*
```


13.
CH3N4OP | ωB97M-V with the def2-TZVPD basis set

Electronic energy in eV: -18377.42529
Energy relative to the best compared isomer or geometry (same formula, charge and spin) in kJ/mol: 147.97
Gap between HOMO and LUMO in eV: 9.04
SMILES: [H]/N=N\P1C=NNO1
E_HOMO in eV: -8.642

Geometry as ORCA input:
```
! RIJCOSX wB97M-V def2-TZVPD def2/J DEFGRID3
* xyz 0 1
C 0.67599 1.01447 -0.83925
N 1.06222 -0.49132 0.58784
N -1.85165 0.34872 0.31671
N 1.08891 -0.14349 -0.59552
N -1.30046 1.32399 -0.09678
O 0.57641 0.55212 1.60231
P 0.16943 1.93003 0.68552
H 0.81691 1.50590 -1.83193
H 0.55925 -1.38999 0.71791
H -1.41984 -0.06049 1.25970
*
```


14.
CH3N4S | ωB97M-V with the def2-TZVPD basis set

Electronic energy in eV: -17876.01317
Energy relative to the best compared isomer or geometry (same formula, charge and spin) in kJ/mol: 515.27
Gap between HOMO and LUMO (alpha / beta) in eV: 4.98 / 7.39
E_HOMO (alpha / beta) in eV: -2.034 / -3.160

Geometry as ORCA input:
```
! RIJCOSX wB97M-V def2-TZVPD def2/J DEFGRID3
* xyz -1 1
C 0.18743 0.41772 0.68191
N -0.32344 2.00511 -0.70377
N 1.20908 1.32616 0.80088
N -0.74453 0.97600 -0.32800
N 0.86102 2.25856 -0.11797
S 1.78296 3.56622 -0.40835
H 0.54457 -0.49442 0.32603
H -0.25778 0.29044 1.64826
H -0.18473 -0.13793 -2.29339
*
```


15.
CH3N4Si | ωB97M-V with the def2-TZVPD basis set

Electronic energy in eV: -14922.45370
Energy relative to the best compared isomer or geometry (same formula, charge and spin) in kJ/mol: 120.57
Gap between HOMO and LUMO in eV: 8.22
E_HOMO in eV: -4.558

Geometry as ORCA input:
```
! RIJCOSX wB97M-V def2-TZVPD def2/J DEFGRID3
* xyz -1 1
C -0.46599 0.09499 -0.10513
N -1.19014 -0.53344 0.87426
N -1.24355 0.58727 -1.03629
N -2.42007 -0.41478 0.48244
N -2.47659 0.28183 -0.63878
Si 1.64320 -0.01560 -0.13170
H 2.63201 0.23146 -1.17018
H 1.77483 -1.22207 0.76055
H 1.74631 0.99033 0.96483
*
```


16.
CH3N4Si | ωB97M-V with the def2-TZVPD basis set

Electronic energy in eV: -14922.11599
Energy relative to the best compared isomer or geometry (same formula, charge and spin) in kJ/mol: 153.15
Gap between HOMO and LUMO in eV: 8.07
E_HOMO in eV: -3.980

Geometry as ORCA input:
```
! RIJCOSX wB97M-V def2-TZVPD def2/J DEFGRID3
* xyz -1 1
C -1.15896 -1.36644 -0.75457
N -0.31103 -1.01417 -1.72225
N -0.80842 -0.83707 0.44298
N 0.50675 -0.13652 -1.15025
N 0.17698 -0.02720 0.10629
Si 1.31843 2.06283 0.72699
H -1.74538 -2.21301 -0.90955
H 1.80814 1.08334 1.64533
H 0.21349 2.44823 1.61504
*
```


17.
CH3N5 | ωB97M-V with the def2-TZVPD basis set

Electronic energy in eV: -8531.96567
Energy relative to the best compared isomer or geometry (same formula, charge and spin) in kJ/mol: 301.93
Gap between HOMO and LUMO in eV: 9.32
SMILES: [H]/N=c1/nn[nH][nH]1
E_HOMO in eV: -9.974

Geometry as ORCA input:
```
! RIJCOSX wB97M-V def2-TZVPD def2/J DEFGRID3
* xyz 0 1
C 0.33231 0.26266 0.61710
H 1.57186 1.17872 1.65100
H -0.48979 0.50082 -2.11701
H 1.76840 -0.73926 -0.72131
N 0.80577 0.46826 1.80989
N -0.94755 -0.19546 0.55588
N -1.38345 -0.47298 -0.53309
N -0.14500 -0.32061 -1.52035
N 0.97817 0.16133 -0.67165
*
```


18.
CH3N5O | ωB97M-V with the def2-TZVPD basis set

Electronic energy in eV: -10553.91456
Energy relative to the best compared isomer or geometry (same formula, charge and spin) in kJ/mol: 419.73
Gap between HOMO and LUMO (alpha / beta) in eV: 7.11 / 8.32
E_HOMO (alpha / beta) in eV: -20.879 / -21.236

Geometry as ORCA input:
```
! RIJCOSX wB97M-V def2-TZVPD def2/J DEFGRID3
* xyz 2 1
C 1.32478 -0.41764 0.24089
N -0.90179 -0.46224 1.07415
N -1.60122 -0.12307 -0.82397
N 0.34196 -0.25487 1.05271
N -2.72322 -0.19773 -0.90444
N 2.03084 0.35236 -0.38534
O -3.79468 -0.25657 -1.11074
H 0.69584 -0.14482 2.14000
H 1.72472 1.32356 -0.41444
H 2.90278 0.18102 -0.86882
*
```


19.
CH3N5O | ωB97M-V with the def2-TZVPD basis set

Electronic energy in eV: -10556.55861
Energy relative to the best compared isomer or geometry (same formula, charge and spin) in kJ/mol: 164.62
Gap between HOMO and LUMO (alpha / beta) in eV: 8.39 / 8.27
SMILES: N#[N+]NC(=[NH2+])N=O
E_HOMO (alpha / beta) in eV: -20.353 / -20.722

Geometry as ORCA input:
```
! RIJCOSX wB97M-V def2-TZVPD def2/J DEFGRID3
* xyz 2 1
C -0.17628 0.40903 -0.00085
N 1.63697 -1.34110 -0.02416
N 2.66204 -1.72113 -0.09652
N 0.43447 -0.91867 0.03631
N 0.61418 1.48134 -0.25800
N -1.49316 0.34618 -0.01112
O 0.87864 2.55478 0.10078
H -0.29452 -1.62386 0.35658
H -2.20333 -0.47517 -0.26495
H -2.05901 1.28860 0.16194
*
```


20.
CH3N5O2 | ωB97M-V with the def2-TZVPD basis set

Electronic energy in eV: -12623.59740
Energy relative to the best compared isomer or geometry (same formula, charge and spin) in kJ/mol: 330.10
Gap between HOMO and LUMO in eV: 8.69
SMILES: N/N=c1/nnon1O
E_HOMO in eV: -9.381

Geometry as ORCA input:
```
! RIJCOSX wB97M-V def2-TZVPD def2/J DEFGRID3
* xyz 0 1
C 0.17163 -0.61303 -0.07258
H -1.71918 0.44583 1.03456
H -3.06189 -0.29517 0.09321
H 0.48934 2.14624 -0.82142
N -2.00469 -0.02817 0.23100
N -1.12013 -0.97787 -0.28065
N 1.19194 -1.43311 -0.59660
N 2.25920 -1.03507 -0.03853
N 0.73202 0.57780 0.41733
O 1.93173 0.01213 0.91979
O 1.13003 1.20041 -0.88610
*
```


Which molar mass belongs to each record? In order, 91.1, 106.1, 106.1, 121.1, 105.1, 105.1, 89.1, 89.1, 89.1, 121.2, 71.1, 87.1, 118.0, 103.1, 99.1, 99.1, 85.1, 101.1, 101.1, 117.1 g/mol.